Record 1
A 8-piece molecular cluster, C33H43Cl2N7O5S overall, computed with ωB97M-V with the def2-TZVPD basis set.

Last column: Mulliken charge in e.
Element x y z (Å)
1 C -2.49786 -1.85384 7.19438  -0.41
2 C 0.86418 1.25056 9.95062  -0.70
3 H 4.60464 2.46410 -3.96169  0.47
4 H 5.00407 0.72078 -9.60874  0.40
5 O 5.80521 0.33961 -0.67341  -0.48
6 C 0.70837 2.60626 3.06023  -0.58
7 H -4.25769 -2.87575 6.40960  0.40
8 H 1.36642 0.74718 10.75914  0.40
9 C -0.73630 5.28580 -7.95256  -0.46
10 H -0.00069 1.75606 6.92743  0.19
11 H 3.39611 4.00207 -2.55413  0.40
12 H 1.02659 3.57409 2.71294  0.45
13 O 0.52462 -0.90123 -1.83934  -0.56
14 C -3.85491 -6.25547 2.75810  -0.27
15 H -1.15920 -0.02543 2.62631  0.53
16 N 0.14605 1.77837 7.92179  0.16
17 Cl 5.12837 -1.41967 -2.97984  0.03
18 H 2.58323 0.69860 -6.19558  0.13
19 C 0.02842 2.39648 10.04317  -0.38
20 C 3.07418 1.76155 -9.14667  -0.33
21 H -1.03911 3.47972 8.41292  0.39
22 H -2.80835 -1.28142 8.05120  0.41
23 H -1.40934 -8.16671 1.78860  0.39
24 C -3.25058 -8.40508 3.02271  -0.42
25 H -2.51499 -3.81834 4.54889  0.57
26 O 5.81866 0.11822 -2.94033  -0.26
27 H 0.37625 -0.14332 4.84269  0.48
28 H 3.67343 1.08266 -3.35859  0.15
29 H -4.33967 -1.72733 -2.82473  0.18
30 C -2.30858 -7.78920 2.24339  -0.55
31 C -2.29093 -3.16189 5.37309  -0.27
32 C -3.20331 -2.66634 6.34649  -0.69
33 C 2.30933 1.72884 -8.01154  -0.21
34 H 1.79088 2.18532 4.90606  0.50
35 H 4.71446 -0.26220 -7.10411  0.40
36 N -0.66342 3.96873 -8.31528  -0.02
37 N -1.19521 -1.85011 6.77799  0.08
38 C -4.23310 -7.43046 3.34992  -0.66
39 C 1.85890 1.19676 -1.11173  -0.33
40 H -2.61656 -0.29362 -1.70096  0.51
41 H 0.02138 5.98803 -8.25394  0.38
42 H -2.20982 6.37623 -6.77210  0.40
43 C -2.92794 -1.25346 -1.32963  -0.67
44 C -4.09487 -3.16626 -1.30061  -0.74
45 H -5.11463 -7.57630 3.95081  0.40
46 N -2.68394 -6.48339 2.08832  0.11
47 H -4.80944 -3.89023 -1.65150  0.38
48 C 4.20052 0.92277 -8.92131  -0.59
49 H 2.99163 2.87468 -0.56468  0.38
50 H -2.17537 -5.79507 1.56501  0.18
51 H -0.10649 -2.76163 5.18975  0.41
52 H -4.31689 -5.28290 2.75580  0.41
53 C -0.39808 2.69553 8.77633  -0.61
54 H 1.38393 2.21635 -7.75783  0.19
55 N -3.87568 -1.99784 -1.97819  0.02
56 O -0.63727 1.26932 -1.86511  -0.59
57 C -1.87124 5.45041 -7.20529  -0.44
58 H 1.44273 0.09626 8.13317  0.49
59 C 0.91837 0.89593 8.62963  -0.35
60 N 2.92798 0.90418 -7.11390  0.19
61 O 4.97682 1.94679 -1.97635  -0.32
62 C -1.73802 3.28832 -7.81014  -0.42
63 H -3.23801 -9.43831 3.32566  0.39
64 C 5.53246 0.76377 -1.74640  0.67
65 H -1.79639 -1.63604 0.49301  0.48
66 H -1.86222 2.23404 -7.98831  0.38
67 H 2.70355 0.50604 -1.09435  0.25
68 H -3.42452 3.95313 -6.59845  0.41
69 H 1.38779 1.13572 -0.12542  0.09
70 H -3.22161 -3.95055 0.53362  0.42
71 C 2.95783 3.00811 -2.68548  -0.95
72 H -0.44936 -1.33573 7.20977  0.20
73 C 2.27929 2.64637 -1.36077  -0.54
74 N -0.21815 1.87342 2.36806  0.04
75 C 4.08139 0.40912 -7.65824  -0.50
76 C -2.53446 -1.95544 -0.22363  -0.52
77 C 4.06944 2.06344 -3.10007  -0.17
78 H 2.25227 3.10917 -3.51107  0.39
79 H 0.06326 3.56604 -8.87698  0.26
80 C 1.07312 1.87992 4.16231  -0.68
81 Cl 1.04551 0.68586 -4.06857  -0.30
82 C -2.50726 4.18144 -7.11415  -0.47
83 H -0.23024 2.93739 10.93751  0.40
84 H 1.41956 3.30067 -1.20595  0.38
85 S 0.55206 0.50578 -2.09457  1.19
86 C -0.45363 0.69022 3.01211  -0.84
87 C -1.06084 -2.64303 5.67438  -0.70
88 H -0.66369 2.16119 1.51532  0.22
89 C -3.27666 -3.16701 -0.20305  -0.04
90 C 0.33779 0.66090 4.12718  -0.11
91 H 2.85549 2.32234 -10.04009  0.39

The value obtained for the gap between HOMO and LUMO is 7.3 eV. Its calculated total energy is -91462.751 eV. Its SMILES is O=C(OCl)OCCCCS(=O)(=O)Cl.c1cc[nH]c1.c1cc[nH]c1.c1cc[nH]c1.c1cc[nH]c1.c1cc[nH]c1.c1cc[nH]c1.c1cc[nH]c1. The value obtained for the HOMO energy is -8.17 eV.



Record 2
C33H43N3OP2Pd as an isolated structure, computed with ωB97M-V with the def2-TZVPD basis set.

Last column: natural (NBO) charge in e.
Element x y z (Å)
1 H -2.69027 -2.00068 2.28220  0.22
2 C -2.63075 2.34883 2.38677  -0.24
3 C -2.27408 -0.88322 -3.65141  -0.25
4 H 5.64419 -2.52817 0.00968  0.18
5 H -3.62674 4.25696 2.54685  0.18
6 C -2.71876 3.73677 2.26391  -0.31
7 C -2.10760 -2.02860 -2.77283  0.42
8 C 1.94329 1.95477 0.87916  0.31
9 H 3.42785 -0.69751 -2.32128  0.19
10 C 4.60340 2.67232 0.14991  -0.35
11 H -4.48189 -1.20299 3.89590  0.18
12 H -1.88183 1.46012 -5.04332  0.40
13 H -4.33624 0.41764 1.43944  0.19
14 C -2.79943 -2.32826 -5.56053  -0.37
15 C 1.88643 -2.21801 -2.44742  -0.62
16 C -0.47165 3.76508 1.38191  -0.32
17 C 3.84579 3.50054 0.97180  -0.21
18 H 1.23138 0.02580 -3.66690  0.19
19 C -1.74116 2.28075 -2.00944  -0.08
20 C -0.34721 2.36291 1.53574  0.17
21 C 4.05276 1.44887 -0.22544  -0.13
22 C 2.38448 -0.83558 -2.01911  -0.52
23 C -2.05915 0.48325 -3.17212  0.38
24 H -2.68722 -4.44805 -5.17144  0.18
25 H 0.75986 -2.39129 4.08755  0.19
26 N 0.68012 1.58203 1.13907  -0.67
27 H 2.44335 -3.03003 -1.97049  0.18
28 C -1.48951 1.64620 2.03461  -0.31
29 C -0.10232 -2.09393 3.48053  -0.61
30 C 2.77847 1.04482 0.14569  -0.44
31 C -1.63215 4.42938 1.74489  -0.22
32 H -1.69475 5.50497 1.60581  0.18
33 H 0.34006 4.31790 0.92789  0.20
34 C -1.71379 2.68249 -3.30769  -0.14
35 H -2.07710 -4.17837 -2.79978  0.19
36 P -1.30017 -0.17301 1.86655  0.89
37 H 5.29604 -1.11630 -0.98696  0.20
38 H -3.09280 -2.43032 -6.59836  0.18
39 C -3.47303 -0.77512 3.83214  -0.61
40 H -1.08202 -0.08087 5.13025  0.19
41 H 4.10985 -3.38750 1.69035  0.17
42 H -3.50197 1.81514 2.74080  0.19
43 H 1.91731 1.23649 -2.54097  0.21
44 H -1.00465 -2.41741 4.00977  0.18
45 H 0.68023 0.01495 5.17123  0.18
46 H 1.96646 -2.33939 -3.53327  0.19
47 C -0.10662 -0.58476 3.24264  -0.53
48 H 4.65468 0.78064 -0.83186  0.18
49 H 4.26576 4.43625 1.33115  0.18
50 C -3.96587 -0.60435 1.33584  -0.62
51 H -0.25854 1.27356 4.35280  0.22
52 N -1.91119 1.53299 -4.04493  -0.55
53 C -2.24323 -3.30973 -3.42786  -0.28
54 N -1.94440 0.92377 -1.93185  -0.48
55 C -0.20277 0.20152 4.54738  -0.61
56 H 4.16475 -0.91181 1.22517  0.21
57 C 2.55974 3.15390 1.33745  -0.33
58 C 3.27059 -2.85660 1.22315  -0.61
59 C 1.48536 0.23827 -2.62351  -0.62
60 H -0.05317 -2.62956 2.52939  0.23
61 C -2.58189 -3.45196 -4.74873  -0.23
62 H -3.53408 0.26526 4.14859  0.20
63 H -2.82189 -0.21334 -5.61806  0.16
64 H 0.83862 -0.31547 2.76134  0.25
65 H 5.59926 2.95635 -0.17026  0.18
66 H -2.85128 -1.29916 4.55954  0.19
67 H 4.45684 -2.63391 -1.29011  0.20
68 H 1.99807 3.80568 1.99318  0.20
69 H -1.54942 3.64022 -3.77067  0.19
70 C -2.92267 -0.93647 2.41126  -0.53
71 P 2.17665 -0.68627 -0.16300  0.87
72 H -3.52914 -0.70272 0.33834  0.27
73 H 2.77663 -3.54619 0.53180  0.20
74 H 0.54016 0.21395 -1.98371  0.20
75 C -2.63464 -1.07928 -4.98717  -0.17
76 H 0.83436 -2.32544 -2.16639  0.25
77 H -4.82270 -1.28334 1.41079  0.18
78 O -1.85550 -1.95386 -1.54620  -0.71
79 H 2.54271 -2.60622 1.99616  0.22
80 Pd -0.32781 -0.18577 -0.38977  0.11
81 C 3.74401 -1.60021 0.48680  -0.51
82 C 4.84299 -1.98169 -0.50407  -0.61
83 H -1.60744 2.87142 -1.11626  0.22

The charge is -2. The value obtained for the gap between HOMO and LUMO is 4.5 eV. Its calculated total energy is -63494.353 eV. The value obtained for the HOMO energy is 0.36 eV.



Here are the calculated maximum force numbers, same order: 1.8 1.5 (eV Å⁻¹).
Here are the calculated LUMO energy numbers, same order: -0.85 4.88 (eV).